(1)
79
Properties=species:S:1:pos:R:3 method="wB97M-V/def2-TZVPD" e_homo_ev="-3.86 / -3.86" homo_lumo_gap_ev="6.354 / 5.403" total_charge=-1 spin_multiplicity=4 relative_energy_kj_mol=376.4 s2=3.7599
C -1.81 3.87 0.96
C -1.83 2.47 1.53
H -1.62 4.57 1.81
H -2.80 4.10 0.51
H -1.02 4.01 0.20
C -2.62 2.19 2.58
C -3.26 3.14 3.52
H -2.83 1.14 2.79
H -4.03 3.79 3.06
H -2.52 3.80 3.99
H -3.72 2.53 4.31
Co 4.12 2.57 -1.92
Cl 3.87 3.04 -3.98
Cl -1.04 -0.88 -2.22
H 2.33 -3.02 -3.45
H 4.64 -3.22 -2.90
C 2.33 -2.00 -3.06
C 4.80 -2.26 -3.43
N 3.65 -1.38 -3.19
H 1.99 -2.00 -2.01
C 3.79 -0.13 -2.70
O 2.86 0.51 -2.17
H 5.74 -1.79 -3.10
H 4.82 0.29 -2.78
H 1.58 -1.44 -3.63
H 4.95 -2.48 -4.49
H -4.16 -0.14 -0.50
H -4.34 0.13 2.36
C -3.92 -1.20 -0.35
C -4.60 -0.88 2.00
N -3.59 -1.39 1.06
H -3.06 -1.49 -0.98
C -2.70 -2.38 1.43
O -1.94 -2.95 0.64
H -4.69 -1.56 2.86
H -2.74 -2.60 2.52
H -4.81 -1.82 -0.59
H -5.56 -0.81 1.46
O -1.36 1.03 -0.31
C -0.84 1.47 0.86
C -1.00 -0.29 2.71
C -0.19 0.58 2.00
H -2.03 -0.42 2.34
C -0.57 -0.94 3.88
H 0.03 2.05 0.53
C 1.14 0.75 2.43
H -1.26 -1.62 4.40
C 0.73 -0.71 4.33
C 1.58 0.14 3.61
H 1.85 1.37 1.86
H 1.07 -1.20 5.24
H 2.60 0.33 3.97
Si -1.25 1.04 -3.09
Cl 4.97 2.92 -0.07
C -2.51 0.59 -4.47
C 0.42 0.97 -4.04
C -1.50 2.79 -2.43
H -2.12 -0.29 -5.00
H -2.66 1.40 -5.21
H -3.47 0.30 -4.01
H -2.45 2.92 -1.89
H -1.53 3.50 -3.28
H -0.69 3.12 -1.76
H 1.23 1.40 -3.44
H 0.40 1.49 -5.01
H 0.71 -0.06 -4.25
N 0.65 -1.73 0.17
C 1.81 -2.02 0.79
C 1.81 -2.97 1.84
C 2.98 -3.16 2.55
C 4.11 -2.42 2.16
C 4.02 -1.55 1.06
N 2.90 -1.35 0.39
H -0.21 -2.24 0.37
H 0.57 -0.84 -0.33
H 0.85 -3.43 2.09
H 3.02 -3.84 3.40
H 5.06 -2.49 2.69
H 4.87 -0.95 0.72

---

(2)
79
Properties=species:S:1:pos:R:3 method="wB97M-V/def2-TZVPD" e_homo_ev=-8.94 homo_lumo_gap_ev=9.110 total_charge=0 relative_energy_kj_mol=0.0
C 2.38 -0.98 3.92
C 0.95 -1.44 4.18
C -0.07 -0.70 3.26
C -0.79 -1.72 2.38
C -1.94 -1.22 1.49
C -1.61 -0.56 0.14
C -0.49 -1.38 -0.55
C 0.95 -0.90 -0.25
C 1.91 -2.10 -0.17
C 3.33 -1.74 -0.58
C 4.25 -2.98 -0.57
O 4.75 -3.30 -1.85
C 5.77 -2.43 -2.25
C -1.36 0.93 0.08
C -0.73 1.84 1.07
C 0.76 2.23 0.76
C 1.07 3.71 1.03
C 2.62 3.82 1.21
C 0.40 4.25 2.29
N -1.79 1.43 -1.02
C -1.59 2.94 -1.32
O -0.53 3.22 -1.85
O -2.52 3.65 -0.91
C -2.52 0.48 -1.92
C -3.67 1.38 -2.45
C -1.78 0.02 -3.17
Br 0.01 0.64 -3.42
C -2.23 -0.80 -4.12
C -1.45 -1.21 -5.33
Br -3.97 -1.57 -4.03
C -2.85 -0.59 -0.85
F -2.91 -1.93 -1.28
P -4.51 -0.38 -0.04
O -4.79 -1.68 0.86
O -5.60 -0.50 -1.21
S -4.67 1.18 1.06
H 3.05 -1.24 4.74
H 2.43 0.10 3.78
H 2.79 -1.44 3.01
H 0.91 -2.50 3.92
H 0.68 -1.32 5.23
H 0.54 -0.01 2.67
H -0.77 -0.16 3.90
H -1.26 -2.42 3.08
H -0.04 -2.30 1.86
H -2.52 -2.10 1.24
H -2.60 -0.60 2.10
H -0.59 -1.41 -1.64
H -0.53 -2.41 -0.22
H 1.28 -0.33 -1.12
H 0.99 -0.32 0.66
H 1.54 -2.88 -0.84
H 1.92 -2.54 0.83
H 3.71 -0.99 0.11
H 3.30 -1.39 -1.61
H 3.72 -3.86 -0.19
H 5.10 -2.80 0.10
H 6.63 -2.50 -1.57
H 5.46 -1.38 -2.27
H 6.12 -2.71 -3.24
H -0.72 1.33 2.03
H -1.35 2.72 1.23
H 0.93 2.04 -0.30
H 1.40 1.58 1.35
H 0.82 4.27 0.14
H 2.85 4.13 2.22
H 3.08 2.84 1.09
H 3.07 4.48 0.47
H -0.64 4.49 2.09
H 0.41 3.54 3.12
H 0.86 5.20 2.57
H -3.27 2.03 -3.22
H -4.47 0.81 -2.90
H -4.11 1.98 -1.66
H -1.13 -0.32 -5.88
H -2.07 -1.80 -5.99
H -0.57 -1.77 -5.03
H -4.65 -2.49 0.36
H -6.43 -0.18 -0.81

---

(3)
95
Properties=species:S:1:pos:R:3 method="wB97M-V/def2-TZVPD" e_homo_ev=-9.64 homo_lumo_gap_ev=9.993 total_charge=0
C 3.63 -4.30 3.52
C 2.15 -3.83 3.23
C 1.26 -5.17 3.17
C 1.94 -3.11 1.84
C 2.18 -1.55 1.84
C 3.60 -1.12 2.47
C 1.02 -0.70 2.45
O 0.62 -1.11 3.78
Si -1.04 -1.52 3.71
F -1.20 -2.97 2.84
Br -1.59 -2.05 5.88
O -2.04 -0.28 3.12
Si -3.58 -0.85 2.57
C -4.27 -2.34 3.53
C -3.68 -1.21 0.70
N -3.18 -2.57 0.30
H 3.59 -4.91 4.48
H 4.05 -5.00 2.74
H 4.34 -3.46 3.74
H 1.79 -3.25 4.12
H 0.20 -5.00 3.50
H 1.31 -5.63 2.14
H 1.76 -5.89 3.89
H 2.57 -3.64 1.06
H 0.86 -3.29 1.51
H 2.26 -1.24 0.75
H 3.92 -0.22 1.86
H 4.39 -1.89 2.31
H 3.49 -0.77 3.53
H 0.14 -0.77 1.74
H 1.32 0.40 2.52
H -4.53 0.27 2.80
H -4.51 -2.09 4.60
H -3.65 -3.27 3.48
H -5.26 -2.60 3.03
H -3.18 -0.44 0.05
H -4.78 -1.18 0.42
H -3.72 -2.80 -0.55
H -3.52 -3.26 0.98
C -4.04 3.83 -4.50
C -3.58 2.38 -4.47
O -3.98 1.79 -3.22
C -5.26 1.38 -3.21
O -6.00 1.49 -4.14
C -5.65 0.74 -1.88
F -5.21 1.44 -0.82
F -5.16 -0.51 -1.73
F -6.97 0.63 -1.75
H -3.67 4.36 -3.63
H -3.69 4.33 -5.40
H -5.13 3.88 -4.47
H -2.49 2.33 -4.51
H -3.97 1.82 -5.31
C 2.45 1.85 -2.34
C 1.66 2.38 -1.16
O 1.03 3.62 -1.51
C -0.13 3.52 -2.17
O -0.65 2.49 -2.48
C -0.68 4.91 -2.46
F 0.28 5.74 -2.91
F -1.21 5.49 -1.37
F -1.63 4.89 -3.40
H 3.15 2.61 -2.70
H 3.00 0.96 -2.07
H 1.79 1.61 -3.17
H 2.34 2.60 -0.33
H 0.94 1.65 -0.79
C 4.70 -3.32 -7.37
C 5.18 -3.88 -6.05
O 5.54 -2.83 -5.14
C 4.52 -2.26 -4.48
O 3.37 -2.58 -4.60
C 5.05 -1.20 -3.52
F 5.97 -0.41 -4.08
F 5.63 -1.75 -2.44
F 4.07 -0.40 -3.07
H 5.45 -2.64 -7.79
H 4.51 -4.12 -8.08
H 3.78 -2.74 -7.24
H 6.09 -4.48 -6.21
H 4.44 -4.55 -5.60
C -0.78 2.31 4.86
C -1.48 2.78 3.60
O -1.74 4.19 3.66
C -0.72 4.99 3.34
O 0.37 4.60 3.02
C -1.14 6.45 3.40
F -1.85 6.73 4.50
F -1.91 6.79 2.35
F -0.10 7.29 3.40
H -1.36 2.58 5.74
H -0.66 1.22 4.84
H 0.20 2.76 4.96
H -2.45 2.29 3.51
H -0.91 2.54 2.70

---

(4)
78
Properties=species:S:1:pos:R:3 method="wB97M-V/def2-TZVPD" e_homo_ev="-9.04 / -9.04" homo_lumo_gap_ev="3.010 / 2.945" total_charge=+1 relative_energy_kj_mol=0.0
In -1.38 -0.88 3.20
C -3.82 -2.93 0.18
C -3.11 -3.04 -1.04
C -1.83 -3.98 0.61
C -3.04 -3.53 1.20
C -1.87 -3.69 -0.77
C -5.17 -2.38 0.34
H -5.39 -1.65 -0.45
H -5.27 -1.87 1.31
H -5.95 -3.16 0.29
C -3.47 -3.84 2.58
H -4.38 -3.30 2.83
H -2.69 -3.59 3.33
H -3.68 -4.92 2.68
C -0.79 -4.76 1.32
H -1.11 -5.80 1.48
H -0.57 -4.33 2.31
H 0.13 -4.80 0.72
C -0.88 -4.12 -1.78
H -1.13 -5.11 -2.18
H 0.12 -4.19 -1.34
H -0.85 -3.42 -2.61
C -3.60 -2.64 -2.37
H -4.03 -3.49 -2.92
H -2.79 -2.23 -2.98
H -4.38 -1.88 -2.28
C -1.82 1.39 0.83
C -2.79 0.89 0.05
C -2.86 0.96 -1.43
C -1.49 0.88 -2.12
C -0.72 -0.35 -1.73
C 0.13 -0.44 -0.71
C 0.60 0.71 0.13
C -0.42 1.82 0.49
H -3.35 1.90 -1.72
H -0.90 1.78 -1.90
H -3.50 0.14 -1.78
H -0.43 2.58 -0.31
H -2.10 1.66 1.87
H -3.67 0.45 0.54
H -0.03 2.34 1.39
H 0.99 0.28 1.07
H 0.62 -1.40 -0.51
H 1.44 1.21 -0.36
H -1.64 0.85 -3.21
H -0.88 -1.22 -2.40
P 4.00 3.16 -0.31
P 6.56 1.70 -1.08
C 5.44 4.26 -0.75
C 6.76 3.50 -0.62
H 5.42 5.13 -0.09
H 5.29 4.61 -1.78
H 7.55 3.94 -1.26
H 7.12 3.51 0.42
C 8.25 1.13 -0.61
H 8.38 0.11 -0.99
H 8.31 1.11 0.49
H 9.02 1.79 -1.02
C 6.85 1.88 -2.89
H 7.74 2.49 -3.08
H 5.98 2.34 -3.37
H 7.00 0.88 -3.31
C 3.47 4.00 1.24
H 2.50 3.59 1.56
H 3.38 5.08 1.07
H 4.22 3.81 2.02
C 2.75 3.83 -1.49
H 3.03 3.52 -2.51
H 2.73 4.93 -1.44
H 1.76 3.42 -1.25
F -5.93 -1.57 4.18
C -5.82 -0.29 3.76
F -6.40 -0.20 2.54
F -6.50 0.51 4.62
S -4.03 0.19 3.59
O -4.12 1.58 3.23
O -3.37 -0.16 4.84
O -3.58 -0.72 2.48

---

(5)
75
Properties=species:S:1:pos:R:3 method="wB97M-V/def2-TZVPD" e_homo_ev=-7.99 homo_lumo_gap_ev=7.753 total_charge=0 smiles="CCC(=O)OCCc1ccc2c(c1)C(=O)NC2=O.CCN(CC)CC.CCN(CC)CC" relative_energy_kj_mol=0.0
C 7.35 -1.45 0.67
C 6.50 -0.18 0.64
C 5.09 -0.38 1.14
O 4.64 -1.40 1.58
O 4.37 0.77 1.07
C 2.98 0.59 0.76
C 2.11 0.58 2.02
C 0.79 -0.10 1.72
C 0.42 -1.24 2.43
C -0.75 -1.94 2.15
C -1.53 -1.46 1.12
C -1.19 -0.31 0.43
C -0.03 0.39 0.71
C -2.25 -0.05 -0.58
O -2.47 0.98 -1.14
N -3.03 -1.26 -0.71
C -2.79 -1.98 0.54
O -3.56 -2.78 0.98
H 6.74 -2.35 0.76
H 8.08 -1.41 1.47
H 7.92 -1.53 -0.26
H 6.45 0.27 -0.35
H 6.94 0.58 1.28
H 2.83 -0.35 0.23
H 2.71 1.41 0.10
H 2.64 -0.01 2.76
H 1.93 1.59 2.37
H 1.07 -1.61 3.22
H -1.04 -2.83 2.69
H 0.23 1.27 0.14
H -2.62 -1.78 -1.49
C -3.63 5.62 0.67
C -3.47 4.16 1.08
N -2.61 3.99 2.24
C -2.19 2.62 2.44
C -3.27 1.58 2.77
C -2.99 4.73 3.43
C -4.40 4.49 4.00
H -2.65 6.09 0.54
H -4.17 5.68 -0.27
H -4.19 6.20 1.41
H -3.01 3.62 0.25
H -4.47 3.72 1.22
H -1.43 2.59 3.23
H -1.69 2.27 1.54
H -3.66 1.67 3.78
H -2.84 0.57 2.68
H -4.12 1.63 2.07
H -2.89 5.79 3.21
H -2.25 4.52 4.20
H -5.16 4.53 3.22
H -4.63 5.28 4.72
H -4.48 3.54 4.52
C -0.14 -4.32 -1.73
C 0.16 -4.25 -3.21
N -0.16 -2.94 -3.76
C -0.18 -2.91 -5.22
C 1.13 -3.16 -5.96
C 0.47 -1.81 -3.11
C 2.00 -1.78 -3.02
H -1.17 -4.02 -1.53
H -0.01 -5.34 -1.36
H 0.53 -3.68 -1.15
H -0.45 -4.99 -3.74
H 1.21 -4.54 -3.38
H -0.59 -1.94 -5.53
H -0.91 -3.65 -5.55
H 1.82 -2.32 -5.88
H 0.93 -3.31 -7.02
H 1.64 -4.06 -5.60
H 0.08 -1.74 -2.09
H 0.12 -0.90 -3.60
H 2.41 -2.73 -2.68
H 2.31 -1.02 -2.30
H 2.47 -1.53 -3.97

---

(6)
80
Properties=species:S:1:pos:R:3 method="wB97M-V/def2-TZVPD" e_homo_ev="-14.18 / -14.37" homo_lumo_gap_ev="7.887 / 4.619" total_charge=+2 spin_multiplicity=6 s2=8.7945
Ru 0.95 -0.60 -0.38
N 3.01 -0.88 0.95
C 3.54 -2.19 0.57
C 2.83 -2.84 -0.63
O 3.39 -3.69 -1.29
N 1.56 -2.41 -0.85
C 0.89 -2.88 -2.01
C 0.57 -1.65 -2.94
O -0.02 -1.82 -3.98
O 0.94 -0.51 -2.48
H 3.72 -0.16 0.80
H 2.78 -0.86 1.95
H 3.46 -2.91 1.40
H 4.60 -2.13 0.29
H -0.09 -3.33 -1.76
H 1.49 -3.60 -2.57
C 2.06 3.04 2.12
Si 0.29 3.20 1.42
C -0.95 2.20 2.49
C -0.29 4.98 1.05
As 0.56 1.68 -0.55
Si -1.39 1.59 -2.19
C -1.15 1.34 -4.05
C -2.21 0.07 -1.38
C -2.25 3.23 -1.71
Si 2.40 2.55 -2.00
C 2.23 2.11 -3.84
C 3.91 1.68 -1.23
C 2.22 4.42 -1.66
H 2.14 3.43 3.13
H 2.78 3.57 1.51
H 2.34 1.99 2.15
H -1.07 2.65 3.47
H -0.58 1.18 2.64
H -1.93 2.14 2.03
H -0.64 5.44 1.97
H -1.11 5.01 0.34
H 0.51 5.60 0.66
H -0.48 0.51 -4.28
H -0.79 2.23 -4.56
H -2.12 1.09 -4.47
H -1.64 -0.83 -1.62
H -3.22 -0.08 -1.76
H -2.27 0.18 -0.29
H -1.61 4.09 -1.91
H -2.55 3.24 -0.67
H -3.14 3.35 -2.32
H 1.91 1.08 -3.99
H 3.20 2.22 -4.33
H 1.53 2.76 -4.36
H 3.78 0.60 -1.32
H 4.05 1.94 -0.18
H 4.83 1.93 -1.75
H 1.17 4.73 -1.72
H 2.77 5.00 -2.40
H 2.60 4.70 -0.68
Ge -0.30 -1.71 1.36
C -1.76 -1.40 2.72
C -3.06 -1.07 2.38
C -3.99 -0.77 3.37
C -3.61 -0.84 4.70
C -2.32 -1.19 5.04
C -1.40 -1.49 4.05
C -1.13 -3.44 0.76
C -0.52 -4.60 1.19
C -0.99 -5.82 0.72
C -2.09 -5.87 -0.11
C -2.71 -4.70 -0.52
C -2.24 -3.48 -0.07
H 0.75 -2.28 2.36
H -3.39 -1.06 1.35
H -5.00 -0.51 3.10
H -4.35 -0.65 5.47
H -2.02 -1.24 6.07
H -0.39 -1.79 4.32
H 0.32 -4.57 1.86
H -0.50 -6.73 1.05
H -2.48 -6.83 -0.42
H -3.58 -4.74 -1.17
H -2.74 -2.57 -0.38

---

One value per record, in order, for energy: -121784.2979; -201277.2352; -169719.8414; -75495.0232; -39282.8299; -179315.3115 eV.